{"formula": "C6H10O4", "method": "ωB97M-V/def2-TZVPD", "e_homo_ev": -10.04, "smiles": "O[C@@H]1[C@@H]2O[C@@H]2[C@H](O)C[C@@H]1O", "e_above_lowest_kj_mol": 385.74, "e_lumo_ev": 0.637, "gap_ev": 10.678, "species": ["C", "C", "C", "C", "C", "C", "H", "H", "H", "H", "H", "H", "H", "H", "H", "H", "O", "O", "O", "O"], "positions_angstrom": [[-1.360, -0.445, -0.195], [-0.246, -0.925, -1.164], [1.129, -0.633, -0.494], [1.163, 0.783, 0.247], [-0.001, 1.684, -0.037], [-1.287, 1.051, -0.244], [-0.624, -1.814, 1.215], [-2.412, -0.940, -0.436], [-0.466, -0.627, -2.228], [-0.334, -2.054, -1.221], [1.819, -0.604, -1.353], [1.548, -1.061, 1.364], [2.090, 1.511, 0.029], [0.196, 0.090, 1.789], [0.334, 2.517, -0.770], [-2.050, 1.462, -0.852], [-1.061, -0.733, 1.243], [1.434, -1.614, 0.485], [1.181, 0.580, 1.687], [-1.054, 1.771, 0.935]]}

{"formula": "C11H13BrN2", "method": "ωB97M-V/def2-TZVPD", "e_homo_ev": [-7.46, -7.46], "e_above_lowest_kj_mol": 322.68, "e_lumo_ev": [0.600, 0.600], "gap_ev": [8.062, 8.062], "species": ["C", "C", "C", "C", "C", "C", "C", "C", "C", "C", "C", "N", "N", "Br", "H", "H", "H", "H", "H", "H", "H", "H", "H", "H", "H", "H", "H"], "positions_angstrom": [[-1.101, -3.258, -0.188], [-0.662, -2.551, -1.288], [-1.169, -2.663, 1.093], [-0.084, -1.292, -1.014], [-0.834, -1.344, 1.290], [-0.147, -0.671, 0.254], [1.577, 2.294, 1.454], [0.493, 1.266, 1.786], [0.394, 0.637, 0.352], [1.756, 1.236, -1.840], [-1.354, 1.587, -0.496], [1.998, 2.232, 0.242], [1.407, 1.158, -0.438], [-2.790, 1.633, 0.772], [-1.491, -4.286, -0.310], [-0.696, -3.140, -2.170], [-1.504, -3.230, 2.063], [0.334, -0.934, -1.908], [-1.022, -0.967, 2.204], [1.795, 2.950, 2.269], [0.922, 0.547, 2.395], [-0.555, 1.721, 1.995], [2.562, 1.854, -1.867], [2.152, 0.402, -2.291], [0.912, 1.415, -2.414], [-1.735, 0.833, -1.224], [-1.160, 2.571, -0.720]]}

{"formula": "C30H26N2O5PSV", "method": "ωB97M-V/def2-TZVPD", "e_homo_ev": [-8.03, -8.16], "multiplicity": 3, "e_lumo_ev": [0.266, 0.306], "gap_ev": [8.294, 8.464], "species": ["V", "C", "C", "O", "C", "C", "C", "N", "N", "C", "O", "C", "C", "C", "C", "C", "C", "H", "H", "H", "H", "H", "H", "H", "H", "H", "H", "H", "H", "O", "S", "O", "O", "C", "C", "C", "C", "C", "C", "P", "C", "C", "C", "C", "C", "C", "C", "C", "C", "C", "C", "C", "H", "H", "H", "H", "H", "H", "H", "H", "H", "H", "H", "H", "H", "H"], "positions_angstrom": [[0.655, -0.626, 1.130], [3.283, 1.097, 3.732], [2.138, 0.198, 3.378], [1.494, 0.588, 2.297], [1.811, -0.889, 4.137], [0.670, -1.728, 3.917], [0.154, -2.592, 5.025], [0.073, -1.673, 2.768], [-1.142, -2.334, 2.617], [-1.740, -1.839, 1.583], [-1.234, -0.859, 0.856], [-3.047, -2.378, 1.143], [-3.439, -3.663, 1.506], [-4.659, -4.161, 1.078], [-5.495, -3.379, 0.293], [-5.110, -2.095, -0.065], [-3.887, -1.595, 0.356], [3.963, 1.155, 2.881], [2.907, 2.104, 3.922], [3.825, 0.747, 4.609], [2.396, -1.068, 5.028], [0.844, -2.594, 5.865], [-0.817, -2.222, 5.358], [-0.004, -3.609, 4.667], [-2.778, -4.263, 2.116], [-4.958, -5.163, 1.356], [-6.447, -3.772, -0.041], [-5.763, -1.480, -0.671], [-3.579, -0.593, 0.089], [2.480, -1.610, -1.759], [3.137, -1.699, -0.467], [3.539, -0.069, -0.081], [2.103, -1.860, 0.654], [3.513, 0.906, -1.036], [4.731, 1.464, -1.423], [4.764, 2.514, -2.320], [3.578, 3.022, -2.843], [2.375, 2.465, -2.460], [2.317, 1.395, -1.561], [0.702, 0.735, -1.047], [-0.025, -0.062, -2.508], [-1.303, -0.605, -2.390], [-1.894, -1.242, -3.470], [-1.211, -1.351, -4.673], [0.067, -0.823, -4.790], [0.660, -0.182, -3.713], [-0.264, 2.255, -0.789], [-1.341, 2.623, -1.589], [-2.043, 3.791, -1.317], [-1.672, 4.594, -0.250], [-0.600, 4.227, 0.552], [0.098, 3.061, 0.291], [5.638, 1.060, -0.993], [5.714, 2.946, -2.607], [3.596, 3.848, -3.541], [1.448, 2.868, -2.854], [-1.832, -0.541, -1.449], [-2.885, -1.665, -3.361], [-1.668, -1.856, -5.513], [0.612, -0.919, -5.720], [1.669, 0.197, -3.807], [-1.632, 2.005, -2.429], [-2.878, 4.070, -1.947], [-2.219, 5.505, -0.041], [-0.309, 4.848, 1.390], [0.924, 2.770, 0.930]]}

{"formula": "C5H7N3", "method": "ωB97M-V/def2-TZVPD", "e_homo_ev": -7.51, "e_above_lowest_kj_mol": 410.16, "e_lumo_ev": 0.913, "gap_ev": 8.419, "species": ["N", "C", "C", "N", "C", "C", "C", "N", "H", "H", "H", "H", "H", "H", "H"], "positions_angstrom": [[-1.180, -0.879, -1.034], [-1.028, 0.276, -0.310], [0.077, 0.530, 0.982], [-0.271, 1.672, 1.670], [-0.156, -0.998, -1.953], [0.711, 0.015, -1.701], [0.864, -0.458, 1.454], [0.143, 0.845, -0.735], [-1.925, -1.539, -0.899], [-1.229, 1.976, 1.564], [0.191, 1.808, 2.556], [-0.141, -1.765, -2.709], [1.628, 0.268, -2.200], [1.276, -1.208, 0.800], [1.040, -0.543, 2.517]]}

{"formula": "C26H42NO7", "method": "ωB97M-V/def2-TZVPD", "e_homo_ev": -11.16, "e_lumo_ev": -4.467, "gap_ev": 6.694, "total_charge": 1, "species": ["C", "C", "C", "C", "C", "C", "C", "C", "C", "O", "O", "C", "C", "N", "H", "H", "H", "H", "H", "H", "H", "H", "H", "H", "H", "H", "C", "C", "O", "C", "H", "H", "H", "H", "H", "H", "C", "C", "O", "C", "H", "H", "H", "H", "H", "H", "C", "C", "O", "C", "H", "H", "H", "H", "H", "H", "C", "C", "O", "C", "H", "H", "H", "H", "H", "H", "C", "C", "O", "C", "H", "H", "H", "H", "H", "H"], "positions_angstrom": [[-3.753, -3.789, 0.594], [-3.734, -2.858, -0.319], [-3.827, -1.952, -1.645], [-2.466, -1.157, -1.990], [-1.103, -1.962, -1.659], [-0.489, -1.659, -0.176], [-1.118, -0.569, 0.806], [-0.418, -0.388, 2.218], [-1.096, 0.704, 3.222], [-1.325, 0.301, 4.403], [-1.426, 2.022, 2.735], [0.858, -1.249, 2.606], [1.359, -2.302, 1.516], [0.698, -2.441, 0.213], [-3.738, -4.673, 1.328], [-4.196, -2.584, -2.550], [-4.644, -1.148, -1.445], [-2.472, -0.988, -3.143], [-2.527, -0.102, -1.525], [-1.372, -3.096, -1.683], [-0.291, -1.834, -2.487], [-2.027, 0.083, 0.570], [-2.037, 1.917, 1.952], [1.379, -1.102, 3.624], [2.277, -2.941, 1.826], [1.122, -3.140, -0.442], [2.057, -1.867, -5.362], [0.776, -1.096, -5.191], [-0.065, -1.435, -4.372], [0.569, 0.109, -6.068], [2.069, -2.710, -4.665], [2.124, -2.255, -6.381], [2.911, -1.222, -5.145], [0.570, -0.190, -7.118], [1.357, 0.843, -5.882], [-0.396, 0.566, -5.834], [4.729, 1.305, 5.768], [3.504, 1.520, 4.920], [3.484, 1.199, 3.742], [2.305, 2.145, 5.580], [5.514, 0.847, 5.162], [5.092, 2.263, 6.146], [4.493, 0.635, 6.599], [2.560, 3.141, 5.949], [1.961, 1.513, 6.401], [1.498, 2.240, 4.849], [-1.039, -5.475, -4.402], [0.243, -5.392, -3.617], [0.312, -4.746, -2.583], [1.435, -6.135, -4.156], [-1.812, -4.892, -3.896], [-0.889, -5.064, -5.402], [-1.369, -6.514, -4.464], [1.695, -5.754, -5.146], [1.215, -7.204, -4.208], [2.287, -5.986, -3.489], [-0.489, 7.025, 5.449], [-0.068, 5.686, 5.994], [0.757, 5.597, 6.887], [-0.705, 4.461, 5.394], [0.050, 7.816, 5.975], [-0.250, 7.085, 4.385], [-1.561, 7.169, 5.605], [-0.474, 4.407, 4.327], [-1.786, 4.491, 5.548], [-0.307, 3.569, 5.883], [-1.517, 3.997, -2.068], [-1.102, 2.667, -2.638], [-1.711, 2.158, -3.568], [0.087, 1.985, -2.021], [-2.389, 4.368, -2.612], [-1.784, 3.884, -1.015], [-0.704, 4.718, -2.178], [-0.109, 1.780, -0.965], [0.971, 2.618, -2.130], [0.267, 1.036, -2.533]]}

{"formula": "C3H4N3O4", "method": "ωB97M-V/def2-TZVPD", "e_homo_ev": -15.84, "smiles": "Cc1[nH]o[n+](=O)c1[N+](=O)[O-]", "e_above_lowest_kj_mol": 127.65, "e_lumo_ev": -6.247, "gap_ev": 9.594, "total_charge": 1, "species": ["C", "C", "C", "N", "N", "N", "O", "O", "O", "O", "H", "H", "H", "H"], "positions_angstrom": [[-0.534, -0.247, -0.026], [0.831, 0.107, 0.136], [-1.678, 0.538, -0.142], [-0.579, -1.561, 0.008], [1.576, -1.010, 0.160], [1.366, 1.515, 0.205], [2.705, -1.277, 0.337], [0.551, 2.315, 0.641], [2.448, 1.647, -0.189], [0.690, -2.084, -0.123], [-2.397, 0.021, -0.805], [-1.328, 1.612, -0.591], [-2.307, 0.667, 0.780], [-1.343, -2.244, -0.393]]}

How do the records compare in DFT total energy? In the order shown, they have -14570.314; -84635.819; -90564.460; -9765.137; -43451.328; -15819.594 eV.